#1
ORCA calculation (the ωB97M-V functional and the def2-TZVPD basis) on a single C3H6N2OS molecule.

Values from the calculation:
Lowest unoccupied orbital energy = 0.5 eV
Net charge = 0
SMILES string = [H]/N=C1\NSC[C@@H]1O
Frontier orbital gap = 8.9819 eV

Last column: Löwdin charge in e.
CARTESIAN COORDINATES (ANGSTROEM)
H (1.983, -2.061, 0.102)  0.059
N (2.075, -1.039, 0.013)  0.131
C (0.911, -0.560, 0.256)  -0.473
N (-0.254, -1.344, 0.138)  -0.264
S (-1.664, -0.360, -0.307)  0.865
C (-0.891, 1.035, 0.627)  -0.383
C (0.620, 0.889, 0.447)  -0.389
O (0.944, 1.603, -0.743)  -0.009
H (-0.125, -2.049, -0.571)  0.074
H (-1.222, 2.029, 0.311)  0.090
H (-1.173, 1.009, 1.691)  0.084
H (1.246, 1.286, 1.261)  0.155
H (1.769, 1.225, -0.966)  0.061



#2
ORCA calculation (the ωB97M-V functional and the def2-TZVPD basis) on a molecular structure, C3H6N2OS.

Values from the calculation:
Lowest unoccupied orbital energy = 0.5 eV
Net charge = 0
Frontier orbital gap = 9.5074 eV

Last column: Löwdin charge in e.
CARTESIAN COORDINATES (ANGSTROEM)
C (-0.597, -1.553, -0.875)  -0.097
C (0.868, -1.895, -0.109)  -0.097
C (0.177, 0.242, 0.401)  -0.823
H (-0.578, 1.986, -1.397)  0.201
H (-2.003, 0.973, -0.855)  0.093
H (-0.468, -2.082, -1.917)  0.140
H (-1.496, -2.002, -0.450)  0.102
H (1.717, -2.222, -0.794)  0.133
H (0.880, -2.807, 0.424)  0.084
N (-1.175, 0.799, -1.563)  -0.027
N (-0.370, -0.122, -0.910)  -0.281
O (1.019, -0.766, 0.793)  -0.100
S (0.121, 1.674, 1.216)  0.672



#3
ORCA calculation (the ωB97M-V functional and the def2-TZVPD basis) on a single C3H6N2OS molecule.

Values from the calculation:
Lowest unoccupied orbital energy = 0.2 eV
Net charge = 0
SMILES string = [H]/N=C(/NC=S)OC
Frontier orbital gap = 9.0060 eV

Last column: Löwdin charge in e.
CARTESIAN COORDINATES (ANGSTROEM)
H (-2.378, -1.998, 0.141)  0.044
N (-1.439, -1.911, -0.277)  0.149
C (-0.887, -0.763, -0.064)  -0.500
N (0.401, -0.541, -0.561)  0.039
C (1.019, 0.692, -0.434)  -0.701
S (2.621, 1.042, -0.555)  0.603
O (-1.340, 0.247, 0.686)  -0.084
C (-2.520, 0.098, 1.394)  -0.092
H (1.000, -1.339, -0.775)  0.146
H (0.289, 1.478, -0.242)  0.065
H (-3.410, 0.043, 0.668)  0.122
H (-2.624, 0.993, 2.095)  0.121
H (-2.502, -0.817, 1.989)  0.089



#3 is favored, and the nearest alternative lies 0.0149 hartree above it.